[1]
{
  "formula": "C18H14Cl2N3O5PdS2",
  "method": "ωB97M-V with the def2-TZVPD basis set",
  "total_charge": -1,
  "homo_lumo_gap_ev": 7.31,
  "lumo_ev": 2.55,
  "relative_energy_kj_mol": 0.0,
  "max_force_ev_per_a": 1.7,
  "symbols": ["Pd", "Cl", "C", "C", "C", "Cl", "C", "O", "C", "C", "O", "C", "H", "H", "H", "C", "C", "O", "H", "H", "H", "N", "C", "C", "C", "C", "C", "C", "S", "O", "O", "N", "C", "S", "C", "C", "N", "H", "H", "H", "H", "H", "H", "H", "H"],
  "positions_angstrom": [[-0.2980, 0.1011, -0.6994], [-3.6651, -5.4769, 2.4740], [-3.2600, -3.9008, 1.8162], [-4.2864, -3.0998, 1.2733], [-3.9973, -1.8816, 0.7448], [-5.2739, -0.9109, 0.0879], [-2.6442, -1.3571, 0.6644], [-2.3933, -0.2755, 0.0948], [-1.6524, -2.1823, 1.3163], [-0.3044, -1.7403, 1.5301], [0.1940, -0.6524, 1.2813], [-1.9804, -3.4468, 1.8440], [-5.3096, -3.4528, 1.2746], [0.3489, -2.4827, 2.0288], [-1.1998, -4.0521, 2.2932], [2.5237, 0.5917, -1.4987], [1.3053, 1.1794, -0.8324], [1.2392, 2.2965, -0.4217], [3.4184, 1.1431, -1.2059], [2.3622, 0.6943, -2.5748], [2.6136, -0.4675, -1.2761], [2.2012, 4.8450, -6.3800], [1.3306, 3.9509, -5.7488], [1.3794, 2.5873, -6.0481], [0.4873, 1.7080, -5.4629], [-0.4638, 2.1775, -4.5642], [-0.5198, 3.5291, -4.2583], [0.3721, 4.4110, -4.8486], [-1.6011, 1.0559, -3.7979], [-2.1739, 0.2530, -4.8523], [-2.4554, 1.8614, -2.9761], [-0.6540, 0.1669, -2.8599], [-0.2233, -1.0923, -3.1994], [-0.4398, -1.9349, -4.7311], [0.4810, -3.2638, -4.1222], [0.8556, -3.0034, -2.8529], [0.4664, -1.7920, -2.3314], [3.0541, 4.4483, -6.7345], [2.3380, 5.7234, -5.9104], [2.1239, 2.2210, -6.7483], [0.5271, 0.6507, -5.7043], [-1.2605, 3.8693, -3.5456], [0.3320, 5.4684, -4.6074], [0.6536, -4.1509, -4.7128], [1.4184, -3.6796, -2.2214]],
  "forces_ev_per_angstrom": [[-0.14, 1.70, 0.31], [0.00, 0.11, -0.05], [-0.18, -0.10, 0.01], [0.01, -0.17, 0.09], [0.14, 0.08, -0.07], [0.05, 0.01, -0.01], [-0.01, -0.21, 0.29], [0.02, -0.21, -0.30], [-0.03, -0.06, -0.14], [-0.32, -0.63, 0.34], [0.55, 0.66, -0.22], [0.07, -0.05, 0.06], [0.03, -0.02, 0.01], [-0.12, -0.02, 0.11], [-0.01, 0.04, -0.02], [0.07, -0.01, 0.02], [-0.38, -0.86, -0.50], [0.00, 0.31, 0.26], [-0.02, 0.03, -0.01], [0.00, -0.05, -0.01], [-0.02, -0.02, -0.01], [-0.17, -0.03, -0.10], [0.05, 0.03, 0.03], [0.04, -0.02, -0.02], [-0.02, 0.00, 0.00], [-0.03, 0.17, -0.07], [0.07, -0.08, 0.01], [0.01, 0.03, 0.00], [0.23, 0.17, 0.12], [0.01, -0.06, -0.06], [-0.06, -0.03, -0.02], [0.21, -0.90, 0.26], [-0.08, 0.23, -0.32], [-0.14, 0.18, 0.04], [0.01, 0.07, -0.01], [0.00, 0.01, 0.13], [0.13, -0.43, -0.26], [0.05, -0.02, 0.05], [0.04, -0.01, 0.06], [-0.04, 0.01, 0.02], [-0.01, 0.08, 0.01], [0.04, 0.01, -0.04], [-0.02, -0.04, 0.00], [-0.01, 0.06, 0.06], [-0.02, 0.04, -0.03]]
}



[2]
{
  "formula": "C42H35F7",
  "method": "ωB97M-V with the def2-TZVPD basis set",
  "total_charge": 0,
  "homo_lumo_gap_ev": 9.60,
  "lumo_ev": 0.50,
  "relative_energy_kj_mol": 210.4,
  "max_force_ev_per_a": 4.2,
  "symbols": ["F", "C", "C", "C", "C", "C", "C", "H", "H", "H", "H", "H", "F", "C", "C", "C", "C", "C", "C", "H", "H", "H", "H", "H", "F", "C", "C", "C", "C", "C", "C", "H", "H", "H", "H", "H", "F", "C", "C", "C", "C", "C", "C", "H", "H", "H", "H", "H", "F", "C", "C", "C", "C", "C", "C", "H", "H", "H", "H", "H", "F", "C", "C", "C", "C", "C", "C", "H", "H", "H", "H", "H", "F", "C", "C", "C", "C", "C", "C", "H", "H", "H", "H", "H"],
  "positions_angstrom": [[-7.4901, 11.1167, -1.7250], [-6.7156, 10.6138, -0.8099], [-6.9633, 10.8306, 0.5656], [-6.1709, 10.3090, 1.6128], [-5.1456, 9.4542, 1.2281], [-4.8180, 9.2503, -0.1288], [-5.6211, 9.8364, -1.1020], [-7.8439, 11.4102, 0.7998], [-6.4025, 10.5446, 2.6410], [-4.6018, 8.9662, 2.0235], [-3.9922, 8.6063, -0.3928], [-5.4219, 9.5162, -2.1141], [-5.1730, 6.7637, 7.1772], [-4.0252, 6.4967, 6.5121], [-3.9841, 5.2743, 5.8661], [-2.7957, 4.9336, 5.2576], [-1.7047, 5.8238, 5.2787], [-1.7332, 7.0771, 5.9456], [-2.9264, 7.3843, 6.5501], [-4.8103, 4.5821, 5.9346], [-2.6454, 3.9590, 4.8172], [-0.8697, 5.5061, 4.6718], [-0.9862, 7.8530, 5.8656], [-3.1072, 8.3381, 7.0233], [5.0876, -2.8332, 4.3131], [4.5810, -4.0393, 4.3548], [3.9207, -4.5996, 3.2973], [3.3733, -5.9078, 3.4197], [3.5958, -6.6551, 4.5516], [4.1961, -6.0611, 5.6614], [4.7590, -4.7966, 5.5268], [3.7878, -4.0525, 2.3757], [2.8423, -6.3505, 2.5899], [3.2469, -7.6772, 4.5569], [4.1926, -6.6310, 6.5788], [5.1992, -4.3011, 6.3796], [0.9409, 2.8461, -0.0122], [1.0570, 2.5005, -1.2818], [0.6820, 3.3765, -2.3189], [0.9266, 3.0467, -3.6116], [1.6106, 1.9148, -3.9968], [1.9843, 1.0036, -3.0185], [1.6592, 1.2753, -1.6601], [0.2718, 4.3500, -2.0944], [0.5671, 3.6805, -4.4088], [1.7831, 1.6708, -5.0346], [2.4582, 0.0674, -3.2739], [1.8751, 0.5456, -0.8937], [1.9191, -5.1589, -3.1239], [0.9440, -5.6897, -3.9513], [1.2931, -5.9891, -5.2373], [0.3727, -6.6007, -6.0579], [-0.8589, -6.9824, -5.5331], [-1.1841, -6.7140, -4.2124], [-0.3363, -5.9729, -3.3923], [2.2926, -5.7915, -5.5956], [0.5917, -6.7803, -7.1001], [-1.6364, -7.4574, -6.1130], [-2.1766, -7.0585, -3.9624], [-0.4313, -5.7343, -2.3433], [6.4290, -3.1768, -6.9025], [6.5331, -3.8293, -8.0646], [5.5654, -3.5695, -8.9559], [5.4580, -4.3277, -10.1272], [6.4098, -5.3421, -10.3535], [7.4542, -5.5225, -9.4342], [7.4932, -4.7676, -8.2423], [4.8540, -2.7948, -8.7102], [4.6367, -4.1031, -10.7916], [6.2995, -5.9635, -11.2299], [8.1315, -6.3610, -9.5016], [8.2904, -4.8653, -7.5203], [-1.2766, -1.1732, 4.1620], [-2.1362, -1.6664, 5.0624], [-2.0581, -1.3812, 6.4567], [-3.1058, -1.8220, 7.2711], [-4.0714, -2.7022, 6.7831], [-4.0982, -3.0747, 5.4319], [-3.1301, -2.5688, 4.5727], [-1.2416, -0.7708, 6.8133], [-3.0634, -1.5768, 8.3220], [-4.7217, -3.0309, 7.5803], [-4.7551, -3.8041, 4.9815], [-3.3372, -2.6957, 3.5204]],
  "forces_ev_per_angstrom": [[-0.96, 0.56, -1.14], [1.56, -0.92, 3.75], [-0.42, 0.47, -0.22], [-0.57, -0.09, -2.31], [0.63, 0.11, 0.01], [-1.12, 0.48, 1.48], [0.65, -1.02, -1.12], [-0.06, 0.24, 0.13], [-0.02, -0.15, -0.01], [0.36, -0.10, -0.12], [-0.06, -0.01, -0.11], [-0.01, 0.41, -0.35], [0.29, 0.57, -0.05], [0.64, -0.30, -0.03], [0.20, 0.22, 0.53], [1.16, 0.78, 0.23], [-0.01, 0.11, -0.19], [-0.95, -1.48, -1.28], [-1.93, 0.02, 0.58], [-0.14, 0.11, -0.08], [-0.16, 0.02, -0.22], [0.40, 0.20, 0.24], [0.36, -0.36, 0.07], [0.14, 0.10, 0.17], [0.48, 1.34, -0.26], [-0.16, -2.55, 1.02], [-0.96, -0.78, -0.55], [1.05, 0.98, -0.34], [-0.48, 0.21, 0.03], [0.30, 0.02, -0.75], [-0.75, 0.39, 0.44], [-0.03, 0.13, -0.02], [0.03, 0.10, -0.15], [-0.12, -0.04, 0.31], [0.43, 0.22, 0.20], [0.20, -0.01, 0.06], [-0.33, 0.02, 0.61], [1.00, -0.96, -2.89], [0.06, 0.18, 2.11], [0.00, 0.10, -1.67], [0.12, -1.06, 0.44], [-0.80, 0.59, 1.29], [-0.11, 0.63, -0.20], [-0.24, -0.03, 0.19], [0.02, 0.36, 0.08], [0.04, 0.20, -0.09], [0.07, -0.02, 0.05], [0.18, 0.00, 0.09], [-1.01, -0.27, -0.70], [-0.61, 0.01, 1.65], [0.62, 0.10, -0.27], [-1.01, -0.39, -0.14], [0.30, 0.26, -0.12], [-0.29, 0.55, -0.04], [2.10, -0.39, -0.85], [0.06, 0.20, 0.07], [0.14, -0.09, -0.02], [0.25, -0.13, -0.33], [0.01, 0.20, 0.76], [-0.55, -0.06, -0.01], [0.51, 0.47, 0.75], [0.04, 0.06, 1.05], [-1.65, 0.04, -1.92], [0.92, -0.03, 0.77], [-0.25, 0.67, 0.36], [-0.86, 0.08, 0.77], [0.99, -0.84, -1.17], [-0.13, 0.02, -0.08], [0.08, -0.24, -0.23], [0.21, -0.11, -0.01], [0.20, 0.11, -0.39], [-0.06, -0.26, 0.10], [0.25, 0.21, 0.35], [-1.55, -1.60, 0.97], [-0.39, 0.13, -2.08], [0.98, -0.53, -0.83], [0.20, 0.36, 0.40], [0.88, 0.13, 0.64], [0.18, 1.72, 0.69], [-0.04, 0.10, 0.11], [-0.17, 0.01, 0.06], [-0.59, -0.47, -0.53], [-0.48, 0.09, 0.42], [0.72, -0.15, -0.21]]
}



[3]
{
  "formula": "C5H11NO",
  "method": "ωB97M-V with the def2-TZVPD basis set",
  "total_charge": 0,
  "homo_lumo_gap_ev": 9.82,
  "lumo_ev": 0.84,
  "relative_energy_kj_mol": 373.0,
  "max_force_ev_per_a": 3.5,
  "symbols": ["N", "C", "C", "C", "C", "C", "H", "H", "H", "H", "H", "H", "H", "H", "H", "H", "H", "O"],
  "positions_angstrom": [[1.0557, -2.3049, 1.3190], [1.2907, -0.8370, 1.2540], [-1.2567, 0.6452, -2.5258], [-0.4585, 1.1709, -1.5548], [0.7284, 0.6436, -0.8255], [0.6603, -0.5098, -0.1600], [0.1014, -2.4668, 1.4025], [1.3390, -2.7558, 2.2392], [0.8021, -0.3582, 2.1314], [2.3735, -0.5978, 1.2200], [-2.1709, 1.0772, -2.9153], [-0.9858, -0.3535, -2.9562], [-0.9465, 2.0388, -1.0761], [1.6943, 1.4182, -0.7622], [0.0647, -1.3220, -0.5912], [-0.7731, 1.1360, 1.2052], [-1.8499, 2.1154, 1.0514], [-1.6686, 1.2606, 1.5443]],
  "forces_ev_per_angstrom": [[2.70, -0.77, 2.09], [-0.04, -1.22, -1.80], [2.05, -1.23, 0.69], [-2.06, -0.39, -1.55], [1.93, 2.24, -0.20], [0.54, 0.25, 1.56], [-2.38, -0.04, -0.43], [0.30, 1.09, -1.42], [0.21, 0.40, -0.93], [-0.58, -0.24, 0.31], [0.12, 0.22, 0.41], [-0.17, 1.06, 0.17], [0.89, 0.03, -0.24], [-2.88, -1.88, 0.58], [-0.60, 0.52, 0.66], [0.18, -0.61, 0.19], [-0.28, -1.40, 1.08], [0.06, 1.97, -1.19]]
}